No. 1
{"formula": "C19H21N4OTm", "method": "ωB97M-V/def2-TZVPD", "orbital_gap_ev": [9.61, 9.62], "homo_energy_ha": [-0.5854, -0.5854], "charge": 2, "multiplicity": 3, "elements": ["Tm", "C", "N", "C", "C", "C", "C", "C", "C", "N", "C", "C", "C", "C", "C", "C", "N", "C", "C", "C", "C", "C", "N", "H", "H", "H", "H", "H", "H", "H", "H", "H", "H", "H", "H", "H", "H", "H", "H", "H", "H", "C", "O", "H", "H", "H"], "coordinates": [[-0.65342, -1.02060, 0.47163], [0.99129, 1.67676, 0.18254], [1.37758, 0.33845, 0.71915], [2.44493, -0.30845, -0.08415], [1.92492, -0.82336, -1.40877], [2.58543, -0.58166, -2.59156], [2.06356, -1.12198, -3.76417], [0.89858, -1.86972, -3.71369], [0.29742, -2.06415, -2.48464], [0.79326, -1.55129, -1.35087], [1.73895, 0.44346, 2.14810], [0.51280, 0.55654, 3.03185], [0.59343, 1.14056, 4.27927], [-0.53843, 1.17352, 5.07957], [-1.72922, 0.63784, 4.61084], [-1.73862, 0.08097, 3.35271], [-0.63713, 0.02356, 2.57912], [0.01607, 1.64471, -0.97655], [0.19677, 2.42165, -2.10070], [-0.76595, 2.39307, -3.10353], [-1.88578, 1.58798, -2.95941], [-1.99763, 0.84406, -1.80375], [-1.07149, 0.86527, -0.83421], [1.88955, 2.22987, -0.10229], [0.51703, 2.23019, 0.99474], [2.81697, -1.15869, 0.48924], [3.29003, 0.36725, -0.23779], [3.49335, 0.00714, -2.59903], [2.56424, -0.95697, -4.71060], [0.46092, -2.30691, -4.60042], [-0.60710, -2.65266, -2.39100], [2.40330, 1.29211, 2.33195], [2.30118, -0.45128, 2.41847], [1.52809, 1.56858, 4.61864], [-0.49467, 1.62423, 6.06345], [-2.63444, 0.65403, 5.20100], [-2.64212, -0.35078, 2.94170], [1.07750, 3.04463, -2.18666], [-0.63809, 2.99682, -3.99387], [-2.66167, 1.54330, -3.71040], [-2.85367, 0.20156, -1.63623], [-3.08674, -3.32186, 0.36696], [-2.05241, -2.33162, 0.40800], [-3.53315, -3.32864, -0.62464], [-3.85738, -3.07508, 1.09293], [-2.69806, -4.31238, 0.58711]], "forces_ev_per_angstrom": [[0.54, 0.52, -0.01], [0.14, -0.13, 0.03], [-0.04, 0.02, -0.15], [-0.07, 0.15, 0.03], [0.03, 0.15, 0.27], [-0.02, -0.16, -0.21], [0.07, 0.06, -0.09], [0.06, -0.04, 0.02], [-0.01, -0.06, 0.03], [0.10, 0.12, 0.06], [-0.05, 0.06, -0.10], [0.02, -0.05, -0.02], [0.00, 0.10, 0.06], [-0.02, 0.07, 0.16], [0.00, 0.06, 0.01], [0.16, -0.10, -0.03], [0.06, 0.00, 0.04], [0.05, -0.06, 0.09], [0.00, 0.09, -0.05], [0.02, 0.06, -0.12], [0.06, 0.15, 0.07], [-0.09, -0.05, 0.02], [-0.01, -0.07, -0.07], [0.02, 0.04, -0.02], [-0.03, 0.01, 0.04], [0.03, -0.05, 0.02], [0.01, 0.04, -0.04], [-0.02, -0.02, -0.03], [-0.01, 0.01, 0.04], [0.05, 0.02, 0.01], [-0.04, 0.00, 0.01], [0.03, 0.03, 0.00], [-0.02, -0.06, 0.07], [-0.03, -0.02, 0.01], [0.01, -0.02, -0.03], [0.03, 0.01, 0.01], [-0.02, -0.04, -0.03], [-0.03, 0.00, -0.05], [0.00, -0.02, 0.04], [0.04, 0.02, -0.01], [-0.01, -0.03, 0.00], [0.19, 0.46, -0.08], [-1.26, -1.21, -0.04], [-0.06, -0.05, -0.06], [-0.05, 0.00, 0.06], [0.16, -0.01, 0.03]], "mulliken_charge": [1.110, -0.886, 0.459, -0.899, 0.976, -0.834, -0.424, -0.710, -0.149, -0.225, -0.958, 0.799, -0.967, -0.260, -0.858, -0.033, -0.167, 0.866, -0.813, -0.393, -0.756, -0.212, -0.110, 0.375, 0.367, 0.364, 0.325, 0.443, 0.463, 0.465, 0.459, 0.451, 0.455, 0.474, 0.449, 0.428, 0.450, 0.444, 0.462, 0.468, 0.496, -0.718, -0.526, 0.278, 0.270, 0.303]}


No. 2
{"formula": "C10H20N2O4", "method": "ωB97M-V/def2-TZVPD", "orbital_gap_ev": 10.13, "homo_energy_ha": -0.3535, "multiplicity": 1, "elements": ["C", "C", "C", "C", "C", "N", "C", "O", "N", "C", "C", "O", "O", "C", "C", "O", "H", "H", "H", "H", "H", "H", "H", "H", "H", "H", "H", "H", "H", "H", "H", "H", "H", "H", "H", "H"], "coordinates": [[1.12876, -3.54476, 1.32776], [0.77037, -2.55150, 0.13985], [1.92549, -1.64401, -0.42143], [2.82955, -1.06807, 0.67178], [1.41292, -0.55014, -1.35602], [2.63911, 0.15445, -1.76785], [0.39937, 0.45182, -0.77610], [0.79580, 1.39359, -0.11166], [-0.95223, 0.23757, -0.97159], [-1.92400, 1.26685, -0.55578], [-1.86756, 2.39685, -1.57675], [-0.97857, 2.50207, -2.46648], [-2.80695, 3.32913, -1.28730], [-1.85429, 1.84340, 0.91086], [-3.23898, 1.98772, 1.65078], [-1.22621, 0.88202, 1.84098], [1.49985, -3.25973, 2.27489], [1.88067, -4.22552, 0.88725], [0.17619, -4.06237, 1.46374], [-0.13107, -1.77961, 0.41115], [0.37600, -3.21384, -0.72634], [2.47784, -2.35787, -1.07630], [2.30626, -0.47221, 1.45901], [3.52206, -0.44051, 0.09317], [3.58190, -1.88632, 1.14792], [1.04562, -1.00781, -2.24770], [2.79811, 0.79125, -0.92145], [2.44870, 0.74722, -2.52327], [-1.23177, -0.66115, -1.47051], [-2.85316, 0.77568, -0.60082], [-2.69670, 4.21113, -1.69512], [-1.26739, 2.75924, 0.98858], [-4.02464, 2.50986, 1.19673], [-3.67555, 0.98097, 1.77808], [-3.02925, 2.51659, 2.64750], [-0.25625, 0.98802, 1.66243]], "forces_ev_per_angstrom": [[-0.85, -0.31, -3.02], [-1.60, 1.60, 0.26], [-1.03, -2.13, 1.06], [1.99, -1.35, 0.43], [1.02, 0.46, -0.34], [0.04, 0.55, 2.83], [-0.85, -0.72, 0.19], [0.05, 0.28, 0.08], [0.85, -0.99, -0.08], [1.11, -0.29, -0.34], [3.09, 1.29, -2.43], [-3.60, -0.16, 3.06], [0.12, -0.10, 0.01], [-0.35, -1.33, 2.25], [1.55, -0.25, 0.96], [1.02, 0.96, -1.57], [0.28, 1.18, 0.77], [-0.41, -0.06, 0.35], [0.34, -0.42, 0.29], [1.91, -2.11, -0.21], [0.51, 1.06, 1.38], [0.21, 0.86, 0.43], [0.39, -0.62, -0.61], [0.01, -0.04, 0.88], [-2.16, 1.74, -0.87], [-0.75, -0.46, -0.58], [0.03, -0.70, -1.96], [-0.38, 1.13, -1.32], [0.28, 2.11, 1.06], [-1.44, -0.45, -0.26], [0.38, -0.84, -0.25], [-0.20, 0.04, -0.47], [-0.75, 1.24, -1.22], [0.59, 0.26, 0.40], [-0.33, -1.14, -1.35], [-1.05, -0.29, 0.19]], "mulliken_charge": [-1.360, -0.147, 0.425, -1.586, -0.479, -0.799, 0.106, -0.706, -0.013, -0.207, 0.394, -0.579, -0.415, 0.195, -1.491, -0.592, 0.359, 0.326, 0.400, 0.108, 0.299, 0.345, 0.129, 0.541, 0.355, 0.700, 0.264, 0.316, 0.364, 0.578, 0.356, 0.412, 0.395, 0.367, 0.306, 0.335]}


Question: What is the multiplicity in the first record?
Answer: 3


Question: Among the records above, which one has the highest multiplicity?
Answer: C19H21N4OTm


Question: The lowest multiplicity belongs to which entry?
Answer: C10H20N2O4